No. 1
Density functional theory data (ωB97M-V with the def2-TZVPD basis set) for a structure of composition C36H32FeN7O2.

The geometry in XYZ format:
```
78
Properties=species:S:1:pos:R:3
Fe -0.67 -0.29 0.95
O 1.13 -0.55 1.76
C 1.76 -1.66 1.90
C 3.07 -1.65 2.48
C 3.83 -2.78 2.59
C 3.36 -4.02 2.15
C 2.09 -4.08 1.62
C 1.27 -2.94 1.50
C -0.04 -3.14 0.93
N -0.91 -2.23 0.73
C -2.19 -2.60 0.12
C -2.72 -1.38 -0.64
N -2.52 -0.28 0.29
C -3.53 0.26 0.86
C -3.46 0.98 2.11
C -4.50 1.84 2.47
C -4.58 2.42 3.72
C -3.59 2.08 4.66
C -2.57 1.21 4.35
C -2.43 0.63 3.05
O -1.45 -0.15 2.81
H 3.43 -0.69 2.84
H 4.82 -2.70 3.03
H 3.97 -4.91 2.23
H 1.69 -5.03 1.28
H -0.27 -4.18 0.65
H -2.90 -2.84 0.92
H -2.09 -3.48 -0.53
H -3.77 -1.51 -0.90
H -2.13 -1.20 -1.54
H -4.53 0.09 0.43
H -5.27 2.05 1.73
H -5.38 3.10 3.97
H -3.63 2.51 5.65
H -1.82 0.95 5.08
C -2.72 3.57 -4.33
C -1.93 2.62 -3.47
C -1.33 1.48 -3.99
C -0.62 0.60 -3.20
C -0.46 0.79 -1.80
N 0.10 -0.10 -0.96
C 1.05 -1.00 -1.44
C 0.78 -2.30 -1.85
C 1.80 -3.22 -2.06
C 3.13 -2.88 -1.87
C 4.23 -3.91 -1.98
C 3.42 -1.56 -1.55
C 2.41 -0.64 -1.37
N 2.73 0.73 -1.13
C 2.90 1.35 0.06
C 3.09 2.69 -0.22
C 2.99 2.77 -1.62
N 2.77 1.59 -2.17
C -0.98 2.02 -1.32
C -1.73 2.87 -2.12
N -0.60 2.48 -0.03
C -0.27 3.75 0.30
C 0.10 3.75 1.63
C -0.03 2.41 2.03
N -0.45 1.67 1.03
H -3.38 3.03 -5.02
H -3.35 4.22 -3.73
H -2.07 4.21 -4.94
H -1.43 1.26 -5.05
H -0.17 -0.28 -3.65
H -0.25 -2.61 -1.96
H 1.55 -4.24 -2.35
H 3.91 -4.77 -2.56
H 5.12 -3.49 -2.44
H 4.51 -4.27 -0.98
H 4.45 -1.23 -1.44
H 2.81 0.81 0.98
H 3.24 3.48 0.49
H 3.07 3.64 -2.25
H -2.15 3.77 -1.67
H -0.29 4.54 -0.43
H 0.43 4.59 2.22
H 0.16 1.94 2.98
```

Calculated values
Largest force on an atom, eV Å⁻¹: 0.2
Charge: -1
E_HOMO (spin up / spin down), eV: -3.7 / -3.7
Kohn-Sham gap (spin up / spin down), eV: 6.5 / 6.5
ΔE to the lowest compared entry with this formula, charge and spin, kcal per mole: 0.0

Here are the Mulliken charges for atoms 1 to 2, given in e: atom 1 (Fe): -0.423, atom 2 (O): 0.003

No. 2
Density functional theory data (ωB97M-V with the def2-TZVPD basis set) for the molecule C5H6O2.

The geometry in XYZ format:
```
13
Properties=species:S:1:pos:R:3
O -3.56 -0.44 -0.51
C -2.47 0.06 -0.37
C -1.58 -0.30 0.80
C -0.23 0.23 0.74
C 0.96 0.33 0.58
C 2.36 0.03 0.24
O 2.87 0.78 -0.83
H -2.08 0.79 -1.10
H -2.12 -0.07 1.73
H -1.47 -1.39 0.77
H 3.02 0.16 1.10
H 2.34 -1.05 0.02
H 2.19 0.75 -1.52
```

Calculated values
Largest force on an atom, eV Å⁻¹: 0.6
Charge: 0
SMILES: O=CCC#CCO
E_HOMO, eV: -10.0
Kohn-Sham gap, eV: 10.7
ΔE to the lowest compared entry with this formula, charge and spin, kcal per mole: 61.7

Here are the natural (NBO) charges for atoms 1 to 2, given in e: atom 1 (O): -0.503, atom 2 (C): 0.453

No. 3
Density functional theory data (ωB97M-V with the def2-TZVPD basis set) for a cluster of 2 separate species, C3H11NOS in total at a distorted geometry.

The geometry in XYZ format:
```
17
Properties=species:S:1:pos:R:3
C 2.38 -1.52 0.53
C 1.30 -0.28 0.41
S 2.04 0.82 -0.92
H 3.49 -1.17 0.67
H 2.31 -1.98 -0.48
H 2.13 -2.34 1.32
H 0.36 -0.83 0.10
H 1.16 0.31 1.28
H 3.31 0.82 -0.43
N -2.04 1.29 -1.08
C -2.24 0.76 0.20
O -2.59 -0.66 0.34
H -2.53 1.06 -1.91
H -1.63 2.21 -1.19
H -1.16 0.76 0.70
H -2.96 1.34 0.75
H -3.32 -0.57 -0.30
```

Calculated values
Largest force on an atom, eV Å⁻¹: 4.5
Charge: 0
SMILES: CCS.NCO
E_HOMO, eV: -9.0
Kohn-Sham gap, eV: 9.8
ΔE to the lowest compared entry with this formula, charge and spin, kcal per mole: 49.2

Here are the natural (NBO) charges for atoms 1 to 2, given in e: atom 1 (C): -0.624, atom 2 (C): -0.501

No. 4
Density functional theory data (ωB97M-V with the def2-TZVPD basis set) for a structure of composition C43H53BN9OW at a distorted geometry.

The geometry in XYZ format:
```
108
Properties=species:S:1:pos:R:3
W 0.46 -0.33 -0.15
C -2.73 -0.19 -2.40
C -1.98 1.07 -2.20
C -2.39 2.35 -2.60
C -1.40 3.21 -2.18
C -1.37 4.70 -2.26
N -0.45 2.46 -1.59
N -0.81 1.16 -1.58
B 0.73 2.97 -0.74
N 0.29 2.68 0.71
N -0.65 1.72 0.84
C -1.40 2.02 1.89
C -2.60 1.22 2.23
C -0.90 3.17 2.51
C 0.17 3.57 1.73
C 1.08 4.74 1.90
N 2.00 2.24 -1.15
N 2.21 0.92 -0.93
C 3.32 0.59 -1.60
C 3.94 -0.76 -1.73
C 3.83 1.72 -2.24
C 2.97 2.75 -1.94
C 3.05 4.17 -2.38
H -3.64 0.01 -2.96
H -3.00 -0.62 -1.44
H -2.13 -0.92 -2.95
H -3.31 2.60 -3.11
H -2.21 5.05 -2.86
H -0.45 5.06 -2.71
H -1.45 5.12 -1.26
H 0.88 4.14 -0.88
H -2.77 0.50 1.43
H -3.46 1.87 2.35
H -2.45 0.68 3.16
H -1.29 3.65 3.39
H 0.87 5.23 2.85
H 0.94 5.46 1.10
H 2.12 4.42 1.89
H 3.25 -1.41 -2.27
H 4.17 -1.22 -0.77
H 4.86 -0.66 -2.31
H 4.71 1.77 -2.86
H 3.89 4.28 -3.06
H 3.19 4.84 -1.53
H 2.14 4.47 -2.90
O 0.37 -3.11 -3.55
C 0.54 -1.99 -3.01
N 1.03 -1.81 -1.79
C 1.46 -3.06 -1.20
C 2.22 -2.80 0.07
C 3.02 -3.75 0.65
C 3.85 -3.40 1.73
C 3.89 -2.05 2.07
C 3.04 -1.16 1.47
N 2.11 -1.52 0.53
C 0.27 -0.77 -3.82
C -0.46 -0.92 -5.00
C -0.67 0.18 -5.81
C -0.11 1.40 -5.41
C 0.61 1.44 -4.23
N 0.80 0.40 -3.44
H 2.12 -3.60 -1.91
H 0.60 -3.73 -1.04
H 3.02 -4.76 0.27
H 4.47 -4.13 2.22
H 4.60 -1.69 2.81
H 3.07 -0.11 1.72
H -0.84 -1.90 -5.25
H -1.24 0.10 -6.73
H -0.24 2.29 -6.01
H 1.06 2.37 -3.90
C 1.33 -1.44 5.10
C 1.05 -0.03 4.58
C 2.28 0.86 4.81
C -0.16 0.57 5.31
C 0.77 -0.10 3.14
C 0.55 -0.18 1.95
H 1.63 -1.41 6.15
H 2.12 -1.90 4.52
H 0.44 -2.06 5.01
H 2.53 0.90 5.87
H 2.10 1.87 4.45
H 3.13 0.45 4.28
H 0.03 0.65 6.38
H -1.03 -0.05 5.15
H -0.37 1.57 4.92
C -1.17 -4.08 0.84
C -1.80 -2.67 0.90
C -1.77 -2.30 2.38
C -1.03 -1.73 -0.02
C -3.21 -2.75 0.35
C -4.31 -2.21 1.00
C -5.59 -2.30 0.47
C -5.80 -2.92 -0.75
C -4.71 -3.44 -1.43
C -3.45 -3.36 -0.89
H -0.16 -4.03 1.24
H -1.12 -4.47 -0.17
H -1.76 -4.78 1.44
H -0.73 -2.28 2.72
H -2.33 -3.03 2.96
H -2.17 -1.31 2.56
H -1.24 -2.12 -1.03
H -4.20 -1.72 1.96
H -6.43 -1.89 1.01
H -6.80 -2.99 -1.16
H -4.85 -3.92 -2.39
H -2.62 -3.76 -1.46
```

Calculated values
Largest force on an atom, eV Å⁻¹: 3.3
Charge: -1
E_HOMO (spin up / spin down), eV: -2.1 / -2.1
Kohn-Sham gap (spin up / spin down), eV: 4.5 / 4.5

Here are the Mulliken charges for atoms 1 to 2, given in e: atom 1 (W): 3.663, atom 2 (C): -0.765

No. 5
Density functional theory data (ωB97M-V with the def2-TZVPD basis set) for a structure of composition C6H18NO8P3S2W.

The geometry in XYZ format:
```
39
Properties=species:S:1:pos:R:3
W -0.75 -1.15 -0.71
N 3.11 -2.85 1.06
C 2.54 -1.46 0.86
C 3.48 -0.43 1.51
P 2.52 -1.27 -1.02
O 2.70 0.26 -1.30
O 3.48 -2.24 -1.52
O 0.99 -1.50 -1.42
P 0.84 -1.36 1.48
O 0.98 -1.38 3.01
O 0.15 -0.13 0.84
O -0.01 -2.46 0.83
H 3.79 -3.01 0.29
H 2.41 -3.61 0.97
H 3.58 -2.95 1.97
H 4.47 -0.48 1.05
H 3.58 -0.62 2.58
H 3.09 0.58 1.37
H 3.53 0.54 -1.72
H 0.24 -1.47 3.64
C -1.77 3.98 -1.64
C -1.86 2.99 -2.77
O -2.89 1.94 -2.43
P -3.04 0.49 -2.01
S -2.10 -2.78 -1.06
S -1.25 -0.57 -2.92
O -2.11 0.34 -0.47
C -2.89 0.83 0.76
C -3.01 -0.23 1.82
H -1.09 4.77 -1.95
H -1.37 3.53 -0.73
H -2.74 4.43 -1.44
H -0.94 2.45 -2.96
H -2.25 3.42 -3.69
H -3.86 1.10 0.36
H -2.35 1.72 1.07
H -3.70 0.14 2.57
H -2.06 -0.41 2.32
H -3.43 -1.16 1.43
```

Calculated values
Largest force on an atom, eV Å⁻¹: 0.2
Charge: +3
Spin multiplicity: 2
E_HOMO (spin up / spin down), eV: -20.2 / -20.2
Kohn-Sham gap (spin up / spin down), eV: 7.8 / 6.7
ΔE to the lowest compared entry with this formula, charge and spin, kcal per mole: 13.2
⟨S²⟩: 0.82

Here are the Mulliken charges for atoms 1 to 2, given in e: atom 1 (W): 2.011, atom 2 (N): -0.184

No. 6
Density functional theory data (ωB97M-V with the def2-TZVPD basis set) for the molecule C4H5NO.

The geometry in XYZ format:
```
11
Properties=species:S:1:pos:R:3
C 0.81 0.31 1.09
C 0.01 -0.05 -0.02
N 0.44 -0.13 -1.35
O 1.78 0.18 -1.33
C -1.44 -0.01 0.12
C -2.63 0.06 0.26
H 1.88 0.44 0.97
H 0.36 0.34 2.07
H 0.39 -1.14 0.01
H 2.08 -0.11 -2.20
H -3.69 0.13 0.37
```

Calculated values
Largest force on an atom, eV Å⁻¹: 0.5
Charge: 0
E_HOMO (spin up / spin down), eV: -7.6 / -7.6
Kohn-Sham gap (spin up / spin down), eV: 7.5 / 7.5
ΔE to the lowest compared entry with this formula, charge and spin, kcal per mole: 170.8

Here are the natural (NBO) charges for atoms 1 to 2, given in e: atom 1 (C): -0.447, atom 2 (C): -0.256

No. 7
Density functional theory data (ωB97M-V with the def2-TZVPD basis set) for the ion C4H10NO2 with charge +1 at a distorted geometry.

The geometry in XYZ format:
```
17
Properties=species:S:1:pos:R:3
N 0.64 0.40 -1.87
C -0.30 0.24 -0.55
C -1.09 1.60 -0.15
O -0.46 2.55 -0.47
C 0.64 -0.21 0.56
C -0.06 -0.94 1.75
O -0.48 -2.29 1.47
H 1.58 0.18 -1.75
H 0.23 0.04 -2.79
H 0.59 1.45 -2.01
H -0.93 -0.54 -0.79
H -2.08 1.44 0.22
H 1.09 0.68 1.06
H 1.55 -0.61 0.15
H -1.00 -0.47 2.21
H 0.71 -1.07 2.51
H -0.63 -2.46 0.47
```

Calculated values
Largest force on an atom, eV Å⁻¹: 5.6
Charge: +1
SMILES: [NH3+][C@H](C=O)CCO
E_HOMO, eV: -14.1
Kohn-Sham gap, eV: 9.9
ΔE to the lowest compared entry with this formula, charge and spin, kcal per mole: 77.7

Here are the natural (NBO) charges for atoms 1 to 2, given in e: atom 1 (N): -0.712, atom 2 (C): -0.101

No. 8
Density functional theory data (ωB97M-V with the def2-TZVPD basis set) for a cluster of 9 separate species, C22H51BF4N4O4 in total at a distorted geometry.

The geometry in XYZ format:
```
86
Properties=species:S:1:pos:R:3
C 2.96 1.74 -2.79
C 3.13 2.36 -1.45
C 2.35 1.68 -0.28
N 2.46 2.28 1.06
C 1.88 3.66 1.02
C 3.92 2.32 1.49
C 3.79 2.32 3.07
C 2.53 1.66 3.42
C 1.85 1.36 2.11
H 1.79 1.90 -2.97
H 3.28 0.69 -2.78
H 3.53 2.44 -3.49
H 2.89 3.39 -1.50
H 4.29 2.20 -1.20
H 2.49 0.58 -0.33
H 1.28 1.54 -0.71
H 1.90 4.09 2.16
H 0.70 3.65 0.68
H 2.75 4.29 0.40
H 4.54 2.98 1.05
H 4.53 1.48 1.19
H 3.97 3.21 3.73
H 4.71 1.69 3.32
H 1.98 2.15 4.02
H 2.88 0.82 3.81
H 0.66 1.50 2.14
H 2.06 0.44 1.82
B -1.23 -0.65 0.27
F -1.35 -2.01 0.41
F -1.80 -0.20 -0.83
F -1.83 -0.13 1.43
F 0.16 -0.33 0.38
C -4.81 -2.42 0.27
C -6.18 -1.92 0.05
N -7.20 -1.63 -0.13
H -4.13 -2.08 0.98
H -4.60 -3.54 0.03
H -4.19 -2.11 -0.64
C -2.77 2.47 2.59
C -3.61 3.66 3.06
N -4.17 4.59 3.50
H -2.72 1.78 3.37
H -3.21 1.79 1.93
H -1.80 2.75 2.34
C -2.71 -0.54 -4.19
C -1.31 -0.12 -4.35
N -0.19 0.26 -4.45
H -3.19 -1.30 -4.79
H -2.93 -1.00 -3.14
H -3.43 0.29 -4.23
C 2.49 -2.73 -2.86
C 1.30 -2.16 -2.29
O 1.00 -2.83 -1.02
H 2.37 -3.71 -3.30
H 3.38 -2.79 -2.38
H 2.67 -2.01 -3.83
H 0.39 -2.18 -2.77
H 1.58 -1.31 -1.83
H 0.37 -2.17 -0.50
C -1.80 -5.14 -1.80
C -0.72 -5.46 -0.66
O 0.56 -5.45 -1.20
H -1.46 -5.46 -2.78
H -2.11 -3.99 -1.84
H -2.68 -5.61 -1.57
H -1.04 -6.42 -0.35
H -0.87 -4.64 0.28
H 0.98 -4.57 -1.03
C 0.48 -2.58 3.48
C -0.45 -1.77 4.34
O -1.78 -1.92 3.97
H 0.44 -3.72 3.52
H 1.47 -2.38 3.82
H 0.37 -2.42 2.35
H -0.25 -0.62 4.45
H -0.45 -2.32 5.18
H -1.98 -1.54 3.13
C -0.63 4.44 -1.93
C -1.60 3.19 -1.87
O -1.42 2.74 -0.58
H -0.72 5.24 -1.09
H -0.61 4.80 -2.95
H 0.28 3.84 -1.95
H -1.42 2.36 -2.42
H -2.62 3.42 -1.85
H -1.44 1.86 -0.73
```

Calculated values
Largest force on an atom, eV Å⁻¹: 14.4
Charge: 0
E_HOMO, eV: -9.0
Kohn-Sham gap, eV: 8.6
ΔE to the lowest compared entry with this formula, charge and spin, kcal per mole: 41.5

Here are the Mulliken charges for atoms 1 to 2, given in e: atom 1 (C): -0.964, atom 2 (C): -0.505